Here is 2 unconnected molecules or ions with the total composition C2H6N4 at a distorted geometry from the OMol25 dataset. Energies are from ωB97M-V/def2-TZVPD.

The value obtained for the total energy is -298.696302 hartree. The max |F| comes out at 4.89 eV Å⁻¹. The calculation puts the energy relative to the best compared isomer or geometry (same formula, charge and spin) at 95.8 kcal per mole. As for the HOMO energy: -0.351 Ha. As for the LUMO energy: 0.0379 hartree.

Geometry as XYZ:
```
12
Properties=species:S:1:pos:R:3:forces:R:3
C 0.477 0.265 -1.034 -0.9 0.8 -3.6
C 2.229 0.305 0.499 -2.2 1.0 2.7
N -3.324 -1.028 -1.032 -0.7 -0.5 -1.0
N -3.183 -0.708 0.026 1.7 0.2 -0.1
N -3.003 -0.295 1.143 -4.9 0.4 0.0
N 0.833 0.310 0.123 -0.8 -0.8 3.9
H 1.265 0.556 -1.743 -0.4 -0.5 -1.0
H -0.589 0.069 -1.359 1.3 0.4 0.4
H 2.415 -0.729 0.380 1.1 -1.1 0.5
H 2.846 0.886 -0.134 0.9 0.8 -0.6
H 2.175 0.639 1.621 1.0 -0.7 -2.2
H -2.139 -0.269 1.510 4.0 -0.2 1.0
```
Positions in Å, forces in eV/Å.

Atomic partial charges in e from the Löwdin method, atoms 1 to 8: atom 1 (C): -0.115, atom 2 (C): -0.127, atom 3 (N): 0.184, atom 4 (N): -0.310, atom 5 (N): 0.110, atom 6 (N): -0.134, atom 7 (H): 0.074, atom 8 (H): 0.071